Formula: C135H91NO19
Source: OMol25
Level of theory: wB97M-V/def2-TZVPD

Energy   -6683.21386 Ha
SMILES   O=C1c2ccccc2C(=O)c2ccccc21.O=C1c2ccccc2C(=O)c2ccccc21.O=C1c2ccccc2C(=O)c2ccccc21.O=C1c2ccccc2C(=O)c2ccccc21.O=C1c2ccccc2C(=O)c2ccccc21.O=C1c2ccccc2C(=O)c2ccccc21.O=C1c2ccccc2C(=O)c2ccccc21.O=C1c2ccccc2C(=O)c2ccccc21.O=C1c2ccccc2C(=O)c2ccccc21.CC1(C)CCCC(C)(C)N1O
Net charge   0
LUMO energy   -1.5248 eV
Energy relative to the best compared isomer or geometry (same formula, charge and spin)   375.4 kJ/mol

XYZ file:
```
246
Properties=species:S:1:pos:R:3:forces:R:3:mulliken_charge:R:1
O -3.908 1.239 6.044 -1.11 -0.56 -0.54 -0.736
C 0.066 6.050 -1.881 -0.72 -0.74 0.19 -0.086
C -5.948 0.739 3.117 0.34 -0.51 -3.59 0.249
C 3.662 -7.161 1.527 -0.03 -0.19 1.00 0.437
H -0.393 0.545 2.214 -0.26 0.18 -0.19 -0.218
C 1.726 0.098 2.230 -1.99 0.65 -0.02 -1.615
C -0.835 -2.581 -3.163 0.04 0.05 -0.57 0.183
C -7.196 0.075 3.543 1.77 2.22 4.06 0.767
H 4.049 -0.012 1.059 -0.06 -0.17 -0.41 -0.569
H -1.465 7.171 0.927 0.00 0.11 0.07 0.476
C -4.749 -3.648 3.858 -1.90 -0.36 0.10 -0.351
H 0.933 6.118 -2.523 0.46 0.03 0.52 0.540
H 4.133 11.991 -0.089 0.12 0.04 -0.16 0.436
C -8.383 -0.387 5.700 -0.02 -0.73 0.04 -0.594
C 7.952 6.886 0.242 -1.00 -2.73 -0.23 -0.780
C 1.691 -8.771 1.804 1.43 -0.59 1.09 0.465
C -0.422 -1.806 -4.231 0.45 0.28 -1.27 -0.888
C -1.076 -3.414 -5.883 -1.16 -0.16 1.19 -0.153
C -5.164 -3.486 -2.336 -2.41 0.96 -2.52 0.763
C -2.421 -7.299 -6.679 -1.81 -0.39 -0.14 -0.784
H 6.596 -0.434 0.823 -0.41 -0.02 0.62 0.516
C -2.210 -5.949 -6.453 0.83 -0.88 -1.34 0.215
H -1.429 1.419 -0.602 -0.12 0.22 -0.23 0.244
C 0.654 -6.003 -0.689 2.07 1.36 0.69 -0.623
H 4.614 2.417 1.548 0.13 -0.08 0.19 0.990
C -1.858 -7.108 -9.048 -0.14 -1.79 2.40 -0.595
O 7.670 4.944 -1.840 0.29 -0.84 1.97 -0.666
C -7.258 0.126 5.091 0.11 -0.59 -0.46 0.083
H 3.486 -1.495 1.845 1.29 -0.61 -0.05 0.586
O 1.199 0.055 -7.252 2.70 0.85 1.68 -0.724
H -6.156 5.231 1.219 -0.04 0.78 -0.09 0.423
C -4.693 -3.190 6.268 -0.35 -0.31 0.08 0.433
C 4.700 6.406 1.841 -0.16 -0.89 -0.11 -0.034
H 3.840 -11.244 3.957 0.29 0.48 0.35 0.420
H -1.910 -3.097 1.464 -0.41 0.60 -0.42 0.134
C -6.111 -4.041 3.984 1.18 0.19 2.10 -0.966
H -2.675 -8.922 -8.096 0.13 -0.07 0.10 0.419
C -4.081 -3.194 4.999 1.56 1.14 0.47 0.047
H -7.501 2.377 -1.474 -0.03 -0.07 -0.15 0.481
H 1.676 2.492 1.008 -0.29 0.71 -0.14 -0.264
O -0.936 -3.091 -8.241 0.14 0.44 -0.31 -0.612
C 1.952 -0.696 0.875 1.52 1.18 0.11 1.170
H 5.566 3.600 3.623 -0.11 -0.16 0.11 0.457
C -1.203 -3.819 -7.323 0.03 -1.05 0.82 0.246
C 7.789 4.551 -0.673 -0.97 -0.27 -1.39 0.050
H -0.421 -5.998 -0.793 -0.05 -0.77 0.13 0.580
C -4.831 1.123 3.863 1.70 -0.82 -0.19 0.117
H 0.112 -1.802 0.618 -0.13 -0.34 0.61 -0.071
H 5.648 0.466 -1.242 0.10 -0.23 0.10 -0.134
H 7.931 8.745 1.016 0.48 0.51 0.58 0.394
C 3.733 -9.234 3.019 1.38 -0.87 -0.22 -0.544
C 3.509 -0.946 0.904 -2.21 -0.83 0.87 -1.037
H -4.852 1.580 -0.024 0.20 0.07 0.01 0.732
C -5.635 3.330 -1.972 1.46 0.76 0.20 -0.871
H -9.256 -0.589 5.098 -0.02 -0.10 -0.17 0.446
C -0.306 -0.412 7.033 -2.25 0.03 -0.02 -0.872
C 6.730 2.315 -1.137 -0.53 -2.18 2.21 -1.223
H -0.384 -1.210 5.030 0.22 0.02 -0.09 0.607
H -0.745 0.437 8.910 -0.44 0.15 0.24 0.406
H -6.667 0.320 1.086 -0.37 0.30 0.25 0.488
H 3.907 3.776 -0.303 -0.44 0.35 -0.23 0.397
C 3.026 -8.397 2.144 -0.60 -0.40 -0.13 0.336
H -7.161 -0.473 8.910 -0.58 -0.65 0.07 0.412
H -1.643 -5.278 2.470 0.18 0.44 0.06 0.559
H -4.282 -0.170 -2.014 -0.21 0.21 -0.12 0.681
H 3.317 4.278 -3.855 0.48 -0.54 0.21 0.587
C 0.824 -7.991 0.939 0.05 2.22 -1.44 0.587
H -4.349 -3.647 2.855 0.54 0.16 0.20 0.766
C -0.879 -1.129 5.987 -1.24 -1.58 -0.72 -0.526
H 2.724 0.043 -1.935 0.24 0.18 0.12 -0.668
C 3.833 10.299 -1.424 -0.51 0.67 0.45 -0.814
C 1.150 -2.015 0.876 1.01 0.23 -0.03 -0.968
C -1.686 -4.135 -4.807 0.90 -0.51 0.52 0.549
H 5.595 6.025 3.731 -0.20 0.05 0.22 0.476
C -3.632 -2.376 -0.715 0.54 0.57 0.14 0.574
H 2.015 2.623 -1.483 0.34 -0.26 -0.20 -0.086
C -3.425 -3.751 -0.088 0.65 -0.90 0.68 0.502
C -4.607 4.229 -1.545 -1.15 -0.22 -1.01 0.426
C -6.668 -4.059 5.293 -0.46 -0.40 -1.79 -0.496
H -6.453 -3.771 7.387 0.15 0.10 0.10 0.538
C 6.306 1.052 -0.616 0.71 2.04 -1.01 0.831
H 2.664 5.762 -5.326 -0.52 0.50 -0.71 0.495
C -1.469 -3.801 -3.417 -0.86 0.99 -2.32 -0.396
C -6.971 3.915 -0.175 -1.08 2.16 2.79 -0.512
C -1.351 6.668 -0.022 2.00 -0.58 0.96 -0.701
H 7.718 0.960 2.388 0.43 0.40 0.19 0.456
C 1.060 2.112 -1.601 0.78 1.19 -0.93 -0.803
C -1.144 -0.195 8.130 -1.44 -1.58 0.33 -0.577
C -2.138 -1.848 6.048 1.83 2.24 2.71 -0.229
C 0.732 1.259 -0.457 -0.50 -3.55 1.58 3.179
C 2.896 -0.494 -5.584 0.34 2.65 -0.99 1.200
O -3.213 3.865 -3.429 -0.22 0.90 0.88 -0.671
C 2.823 -6.447 0.496 -0.90 0.40 -1.65 -0.116
C -6.182 0.309 7.260 -1.41 -1.46 1.13 -0.792
C -4.810 4.987 -0.381 0.71 -0.10 -0.35 0.310
C 3.865 -2.612 -5.272 0.00 -1.46 -0.62 -0.480
C 3.099 -1.763 -6.040 -0.50 -0.15 0.23 -0.916
H -6.924 -1.924 -4.883 -0.05 -0.82 -0.37 0.403
C 2.408 4.767 -5.660 0.08 -0.50 2.09 -0.975
C -6.237 -2.132 -4.076 -0.50 1.61 -0.01 -0.669
O -4.711 -2.479 8.580 1.38 0.01 -3.13 -0.707
H -0.655 -2.094 -2.216 -0.28 -0.58 0.56 0.677
C -7.256 -0.398 7.837 -0.25 0.83 -1.11 -0.507
C 1.327 -4.952 -1.347 0.49 -0.38 -0.33 -0.081
C -2.918 -1.711 7.258 2.49 0.69 -0.77 1.324
O 4.073 1.908 -3.088 -0.07 -1.00 0.58 -0.234
H 0.950 5.090 -7.142 0.09 -0.31 -0.64 0.424
C 4.451 8.780 0.759 -0.78 -5.57 -0.12 0.399
O 3.489 5.997 -1.684 1.49 1.73 3.44 -0.607
H 0.359 2.930 -1.766 -0.42 -0.16 0.26 -0.449
C 2.818 2.448 -4.964 -1.16 -0.81 0.34 0.107
C 5.103 4.137 2.808 0.47 1.36 -0.09 -1.379
H 3.318 -4.001 -1.787 -0.64 0.38 -0.26 0.611
C 5.129 5.557 2.876 0.07 -0.36 -0.31 -0.386
H 4.394 -4.997 -0.075 0.57 -0.91 0.14 0.445
C 4.530 10.110 0.824 -0.50 1.85 1.51 -0.408
C -4.588 -2.302 -1.857 -0.25 0.73 -0.33 0.906
H 4.704 -0.542 -2.757 0.29 -0.24 0.08 -0.548
C 3.662 8.928 -1.506 0.66 -1.33 0.19 -0.697
C -2.265 5.263 -1.719 0.85 0.54 -1.46 0.548
C 8.667 3.518 1.953 -0.70 0.84 0.42 0.102
H -5.369 0.543 7.931 0.23 0.33 -0.40 0.469
H -2.024 -4.351 -2.672 0.31 -0.28 0.12 0.448
H -0.200 2.555 0.737 0.47 1.21 0.49 0.612
C -5.919 0.801 1.698 2.25 1.40 -0.36 -1.201
C 4.643 3.488 1.679 -1.38 1.85 -1.26 0.377
C 0.719 1.986 0.878 -1.05 -0.76 1.11 -1.021
H 4.701 10.566 1.788 0.43 -0.11 0.17 0.483
C 3.957 8.065 -0.437 1.10 1.56 0.64 0.532
C -2.935 -6.286 1.110 -0.74 2.18 -0.59 -0.930
N 1.773 0.159 -0.287 -0.14 2.24 -0.41 0.727
H 0.601 0.162 6.913 0.17 -0.27 0.02 0.403
C 2.730 -4.730 -1.250 -1.37 -1.07 0.56 -0.601
C -6.150 0.506 5.902 -0.87 -0.83 -0.53 0.085
C -4.888 0.947 5.355 2.25 1.68 -0.98 1.414
C -6.765 3.112 -1.183 0.82 -1.66 -3.71 -0.574
C -3.588 1.432 3.163 -3.04 0.41 0.90 -0.798
C 3.449 -5.461 -0.315 -1.02 0.34 1.10 -0.802
C -1.433 -5.833 -8.763 0.14 0.22 -0.46 -0.479
H 0.045 -9.990 2.231 0.05 -0.64 -0.13 0.462
C -4.839 -0.988 -2.446 -0.45 -2.70 -0.89 -0.932
H 3.392 8.463 -2.443 -0.17 0.05 -0.14 0.455
H -2.769 2.044 1.395 -0.03 0.04 -0.66 0.380
H 0.773 7.045 -0.133 0.12 -0.12 0.28 0.564
H -2.648 1.691 3.628 -0.21 -0.28 0.54 0.645
C 1.115 -9.913 2.357 1.26 0.05 1.74 -0.719
O -3.809 6.360 1.338 -0.87 -0.02 -0.01 -0.653
C -4.824 1.443 1.047 -1.42 -1.65 1.07 -0.131
O -2.218 -2.338 3.751 0.82 -0.10 -0.21 -0.307
H 2.593 0.624 2.629 0.36 0.01 -0.62 0.417
H -5.855 -0.025 -4.119 -0.01 0.12 0.06 0.514
H 5.024 -2.923 -3.462 0.10 -0.18 -0.22 0.571
O -0.329 -8.294 0.744 -0.46 -0.09 -0.04 -0.684
C 4.494 -2.236 -4.104 -0.58 0.47 0.44 -1.087
C 1.461 2.922 -6.854 -1.17 1.53 -0.46 -0.676
H 3.763 -1.540 0.026 0.48 0.06 0.26 0.096
C -0.499 -2.205 -5.574 -0.20 0.40 0.79 -1.308
C -4.137 -2.458 7.450 -2.12 -0.85 2.57 0.728
C 0.526 1.130 2.205 1.41 -1.00 -2.02 -0.383
C -4.138 -4.933 -0.596 2.15 1.18 1.96 0.482
C 1.418 -6.757 0.225 1.40 -0.90 0.88 0.458
O -3.156 -5.854 -4.167 0.97 0.05 -2.86 -0.647
H 9.227 5.685 3.626 0.05 -0.57 -0.07 0.455
C -5.669 -0.952 -3.596 1.56 0.09 2.07 -0.759
C 8.866 5.962 2.646 0.14 -1.16 0.16 -0.736
C 8.247 7.741 1.255 -1.41 1.66 -2.02 -0.378
H 8.955 7.951 3.269 -0.16 0.29 -0.08 0.430
C -3.870 -6.168 0.025 0.82 0.13 1.74 -0.988
H -1.665 -7.564 -10.007 -0.29 0.07 -0.12 0.386
H -4.483 -7.029 -0.196 0.15 -0.05 -0.52 0.612
C 7.494 3.111 -0.244 -0.38 1.04 -1.56 0.913
C 4.127 4.301 0.615 1.92 1.36 1.00 -1.130
C 1.903 -10.714 3.226 0.12 -0.17 -0.43 -0.457
H 1.388 -2.476 1.835 -0.96 0.01 0.37 0.660
O 4.758 -6.765 1.908 -1.24 -0.33 -0.79 -0.644
H 0.691 -4.319 -1.947 0.30 0.18 -0.27 0.261
C 6.736 0.620 0.635 -1.60 -2.33 -2.79 -0.684
C -6.057 -3.339 -3.482 1.46 -0.91 1.03 -1.352
C -5.067 -4.847 -1.738 -0.49 -1.75 -0.07 0.313
H 7.388 7.166 -0.636 0.46 0.41 -0.29 0.496
C -1.023 5.390 -2.422 -1.28 -0.70 0.55 -1.096
H 1.459 -0.600 3.024 0.20 -0.44 -0.12 0.582
C 3.266 -10.457 3.491 -2.68 0.87 -1.37 -0.667
C -8.372 -0.769 7.031 0.77 1.61 1.29 -0.844
C -0.662 0.656 -0.738 -0.01 0.07 0.72 -1.580
H -0.754 0.270 -1.753 0.07 -0.17 0.07 0.064
C 2.020 1.956 -6.034 1.98 0.44 -0.59 0.705
C 7.833 2.681 1.038 0.23 -0.93 -0.13 0.532
H 2.568 -2.052 -6.935 0.10 -0.32 -0.06 0.577
H -3.166 -0.500 8.990 0.29 -0.47 0.55 0.405
C 8.698 7.301 2.445 0.86 -0.19 1.57 -0.715
C -1.594 -5.255 -7.517 -0.78 0.89 0.86 0.312
C 2.051 0.473 -6.434 -3.06 -0.36 -0.03 0.147
H -2.734 -7.197 1.653 -0.25 -0.30 -0.40 0.483
C 1.551 4.352 -6.630 0.08 -1.98 -0.42 -0.660
H -7.934 3.877 0.312 0.11 -0.01 0.54 0.416
C -5.968 -3.749 6.422 0.34 0.89 -0.11 -1.098
O -8.041 -0.324 2.816 -1.28 -0.92 -0.62 -0.644
O 2.101 -0.531 -1.484 -0.81 -0.40 0.12 1.226
H -6.752 -4.401 3.194 0.31 0.27 -0.40 0.489
H 1.519 -2.793 0.208 0.12 0.49 -0.60 -0.162
H 4.779 -9.137 3.269 0.18 1.10 -0.35 0.383
O -5.683 -5.864 -2.110 1.01 2.64 0.39 -0.709
H 1.017 1.487 -2.493 0.33 0.21 -0.22 -0.087
C 7.453 1.385 1.432 1.78 1.79 1.98 -1.147
C -3.750 5.869 0.237 1.68 -0.10 -0.46 0.230
H -9.305 -1.104 7.459 0.17 -0.46 0.23 0.468
H 3.899 -3.640 -5.600 0.33 -0.18 0.01 0.390
C -2.660 -2.482 4.863 -3.15 -1.01 -0.91 0.398
H -0.909 -0.104 0.003 -0.01 -0.15 -0.27 -0.084
H 3.629 10.889 -2.305 -0.08 0.12 -0.01 0.397
C 3.467 1.439 -4.033 0.98 1.26 -0.85 0.678
C 8.547 5.008 1.655 0.53 0.08 0.93 0.260
C 3.596 -0.017 -4.459 -1.18 0.02 0.32 -0.571
C -6.010 4.835 0.225 -0.91 -0.29 2.18 -0.372
C -2.446 -0.868 8.274 2.04 1.65 -1.52 -0.900
C 4.727 7.912 2.033 0.61 1.88 1.72 0.348
C -3.385 4.454 -2.367 1.03 -1.21 -0.14 0.327
H -5.563 2.858 -2.941 0.40 -0.21 0.04 0.611
C -2.423 5.992 -0.526 -1.69 -1.37 -1.13 0.362
C -3.693 1.667 1.808 1.06 0.41 0.04 -0.550
O -3.041 -1.345 -0.384 -0.42 -1.69 0.24 -0.513
H 6.348 2.502 -2.130 0.41 0.92 0.04 0.598
H -2.924 -7.751 -5.836 0.17 -0.79 0.01 0.468
C -2.490 -3.896 1.026 -1.20 0.45 -1.60 -0.376
H 0.539 1.743 3.106 0.07 0.19 -0.17 0.714
O 4.949 8.455 3.157 -0.67 -1.96 -3.75 -0.679
O 9.242 3.081 2.934 -0.35 0.32 -0.88 -0.619
C 8.060 5.478 0.443 0.86 1.25 -0.24 1.096
H -7.726 -4.270 5.355 -0.09 -0.34 0.19 0.387
H -0.016 -0.819 -4.064 0.14 0.10 0.32 0.730
C -2.480 -5.393 -5.110 0.23 1.08 2.93 0.640
H 1.541 -11.608 3.711 -0.63 -0.09 -0.26 0.362
C 4.245 5.764 0.651 -0.39 -2.13 -0.47 0.035
H -6.502 -4.197 -3.963 -0.05 -0.30 0.43 0.464
C 2.883 3.832 -4.738 0.74 -0.87 -0.19 -0.159
C -2.341 -7.908 -7.936 0.71 1.81 -1.06 -0.540
C 4.305 -0.937 -3.679 0.11 1.37 -0.12 0.696
H -0.859 4.869 -3.354 -0.47 0.04 -0.24 0.498
H 0.878 2.622 -7.712 -0.12 -0.27 0.00 0.471
H -0.960 -5.251 -9.540 -0.02 0.22 0.00 0.453
C -0.053 6.510 -0.578 -1.12 1.97 -0.50 -0.664
C -2.291 -5.112 1.622 -0.90 -2.52 -1.12 -0.176
C 4.154 10.918 -0.210 0.02 -0.22 -1.76 -0.598
C 3.898 6.532 -0.609 -1.57 -0.22 -1.36 0.849
H -0.218 -1.543 -6.380 0.31 0.03 0.00 0.778
```
Positions in Å, forces in eV/Å.